Entry 1:
# C37H44Cl3FeIN8O3P

A molecular structure, C37H44Cl3FeIN8O3P (ωB97M-V/def2-TZVPD, OMol25).

calculated total energy = -146481.716 eV
lowest unoccupied orbital energy (spin up / spin down) = -0.177 / -0.178 Eh
spin multiplicity = 6
HOMO-LUMO gap (spin up / spin down) = 6.898 / 6.864 eV
HOMO energy (spin up / spin down) = -0.4303 / -0.4298 hartree
charge = +2
ΔE to the lowest compared entry with this formula, charge and spin = 0.0 kJ/mol

Element x y z (Å)
I 6.7785 1.8760 -0.0299
Fe 0.9514 0.9981 0.4420
Cl 1.5993 5.0533 6.6492
Cl 0.4376 0.7902 3.5501
Cl 2.8957 5.0512 1.4140
P -1.5370 -1.1848 0.8593
O 1.7152 2.3935 1.4348
O 1.9558 3.3143 -2.5952
O 1.4811 1.4900 -1.4103
N 1.6281 0.8264 -4.3108
N -0.5573 2.5383 -0.1500
N 1.5337 -1.4650 -1.9849
N 0.9577 -5.1256 -1.2622
N 1.8753 2.5130 -5.8603
N -0.3196 -0.3490 0.3721
N 2.9387 0.0826 0.5598
N -0.0562 2.3996 -4.6260
C -5.3238 1.4006 0.7295
C -4.1813 1.8153 1.4057
C -0.9970 1.8905 -3.6318
C -1.7147 3.0340 -2.9172
C -2.1017 -3.9255 0.3627
C 5.5328 -0.5761 1.2728
C 1.2877 2.7311 -1.7625
C 1.4460 -3.7231 -0.9801
C -3.0592 1.0041 1.4268
C -0.2865 -2.3315 3.0461
C -1.8884 -2.4963 -1.5613
C -1.3785 -2.9658 5.0863
C 3.9586 0.8682 0.2009
C 2.2018 4.2652 2.7932
C -5.3467 0.1732 0.0876
C -1.4917 -1.8514 2.5387
C -2.5841 -2.4923 4.5880
C 1.1536 1.9268 -4.8967
C 3.1911 -1.0185 1.2712
C -1.8644 -2.6621 -0.1747
C 1.4112 -2.8806 -2.2527
C 1.6258 4.2605 5.1111
C -2.3788 -5.0051 -0.4735
C -2.6440 -1.9359 3.3180
C -0.8350 4.0382 -2.1634
C -2.4250 -4.8250 -1.8518
C 0.1004 3.4440 -1.1039
C 1.1209 2.3794 3.7493
C -2.1736 -3.5673 -2.3965
C -3.0721 -0.2310 0.7708
C -4.2239 -0.6469 0.1114
C 1.6729 2.9785 2.6135
C -0.2265 -2.8860 4.3147
C 5.2697 0.5711 0.5395
C 2.1842 4.9034 4.0180
C 4.4696 -1.3872 1.6423
C 1.0869 2.9912 4.9875
H 0.8109 -1.1552 -1.3284
H -1.6880 -1.5174 -1.9839
H -0.2055 4.5950 -2.8592
H -0.0175 -5.0693 -1.5885
H -2.2279 -3.4187 -3.4678
H -0.4573 1.2741 -2.9143
H -2.6979 -5.6506 -2.4988
H 0.7164 -3.2420 4.7084
H 0.6119 -2.2452 2.4471
H 2.6027 5.8945 4.1200
H 0.5456 4.2602 -0.5316
H -1.7326 1.2513 -4.1258
H -1.3345 -3.3893 6.0807
H 0.4526 -3.0426 -2.7503
H 2.3281 -1.6056 1.5574
H -2.3172 3.5840 -3.6461
H -1.2978 1.9907 -0.5765
H -0.3338 3.2370 -5.1134
H -6.2014 2.0331 0.7163
H 1.3233 0.5769 -3.3746
H -2.1724 1.3127 1.9719
H -1.4933 4.7683 -1.6888
H 2.4468 -3.7953 -0.5560
H 0.9525 -5.6942 -0.4142
H -0.9637 3.0496 0.6255
H 1.5609 3.3736 -6.2747
H 3.7126 1.7576 -0.3627
H 2.8626 2.3320 -5.9187
H -6.2417 -0.1532 -0.4250
H -4.1746 2.7643 1.9259
H -3.4793 -2.5476 5.1924
H 1.5230 -5.6011 -1.9673
H -2.6046 -5.9733 -0.0435
H 4.6302 -2.2805 2.2293
H 2.5998 0.6141 -4.4683
H -3.5877 -1.5606 2.9429
H -4.2582 -1.6105 -0.3798
H 2.4165 -1.2338 -1.5418
H -2.1042 -4.0625 1.4365
H 0.6504 2.4911 5.8398
H 2.1932 -3.2064 -2.9435
H -2.4475 2.5778 -2.2446
H 6.5454 -0.8281 1.5576
H 0.7588 -3.3248 -0.2349

These are the Mulliken partial charges, in e, on atoms 1 to 8: 0.132, 0.563, -0.198, 0.090, -0.199, 0.010, 0.319, -0.730


Entry 2:
# C37H44F3N10O

A gas-phase ion, C37H44F3N10O (charge +1) (ωB97M-V/def2-TZVPD, OMol25).

calculated total energy = -64180.969 eV
lowest unoccupied orbital energy = -0.106 Eh
HOMO-LUMO gap = 7.504 eV
HOMO energy = -0.3814 hartree
charge = +1

Element x y z (Å)
F 2.7348 -1.3370 -3.1490
F 2.7481 0.3295 -1.7948
F 4.5233 -0.2037 -2.8554
O 8.9116 -1.2131 1.4454
N 0.9183 -1.3572 -0.6901
N -2.2041 2.1112 1.1805
N -2.8335 1.6194 -1.0056
N -8.3535 -1.5428 0.5635
N -4.9397 0.8454 -1.5802
N 1.3565 2.6020 1.6662
N -1.7641 -1.3257 0.4399
N -6.6303 0.6444 -0.0594
N -0.4775 2.4162 -0.3837
N 6.9199 -2.1253 0.9967
C 5.1965 -1.5082 -0.6182
C 6.0005 0.7251 1.0704
C -0.2568 -1.0773 -1.4817
C 5.6454 -2.2611 0.4657
C 4.7816 -3.2083 1.0154
C 7.7799 -1.0490 1.0521
C 5.8254 4.1338 -0.6191
C 5.4866 1.9450 0.6274
C 3.8913 -1.6323 -1.0731
C 6.2841 2.7833 -0.1658
C -0.6113 -1.7041 1.2491
C -3.3536 -1.5078 2.3522
C 0.6613 -1.0487 0.6993
C -1.5281 -1.7382 -0.9387
C -3.0036 -1.9197 0.9276
C -7.7618 -1.3982 -0.7454
C -7.2646 0.5838 1.2379
C -0.8656 2.3424 0.8938
C -4.4510 1.4037 0.7009
C 1.5576 -2.6454 -0.9009
C 0.8070 2.5850 -0.6368
C 3.0039 -2.5408 -0.4880
C 3.4744 -0.7333 -2.2064
C 0.0751 2.4903 1.9206
C -3.2962 1.0835 -3.3230
C -3.1647 1.7113 0.3094
C 7.2453 0.2802 0.6535
C -7.4670 0.0744 -1.0983
C 7.5639 2.3576 -0.5045
C -3.7370 1.1731 -1.9084
C -5.3596 0.9567 -0.2864
C 8.0407 1.1196 -0.1225
C -7.5605 -0.8959 1.5773
C 3.4921 -3.3365 0.5422
C 1.7632 2.6274 0.3887
C 4.0947 2.2045 0.9605
C 3.1705 2.6203 0.0823
H -6.9511 0.1510 -2.0526
H 3.7664 1.9089 1.9487
H -2.7231 -2.0136 3.0775
H -3.1335 2.0842 -3.7208
H -8.4024 0.6409 -1.1388
H -2.4510 2.1349 2.1599
H 1.0858 2.6444 -1.6778
H -6.8220 -1.9589 -0.7529
H -0.0801 -1.3970 -2.5100
H -2.9658 -3.0217 0.8724
H 8.1928 3.0091 -1.0929
H -0.3866 0.0098 -1.4720
H -2.3897 -1.4385 -1.5425
H -8.0771 -0.9587 2.5354
H 5.4436 4.0795 -1.6388
H 1.4866 -2.8961 -1.9612
H -1.4305 -2.8357 -1.0130
H -4.0591 0.5905 -3.9166
H -0.7635 -1.3563 2.2710
H -3.7962 -1.5833 0.2495
H 0.5607 0.0362 0.7783
H -8.2075 1.1382 1.1822
H 2.8387 -4.0687 0.9929
H -0.4891 -2.8010 1.2721
H 1.0858 -3.4624 -0.3337
H 5.3919 0.1077 1.7157
H -4.3849 -1.7786 2.5646
H 5.0414 4.5250 0.0236
H -4.7267 1.4929 1.7358
H 9.0255 0.7894 -0.4141
H -0.2143 2.4950 2.9631
H 6.6622 4.8289 -0.6212
H -1.8483 1.8927 -1.2129
H -6.6472 1.0343 2.0101
H -2.3587 0.5362 -3.3966
H 7.2981 -2.9504 1.4495
H 1.5223 -1.3529 1.2966
H 5.8694 -0.8273 -1.1122
H -9.3072 -1.1971 0.5712
H 3.4318 2.8435 -0.9401
H 5.1220 -3.8339 1.8270
H -8.4295 -1.8304 -1.4903
H -6.6112 -1.4357 1.6544
H -3.2378 -0.4347 2.4763

These are the Mulliken partial charges, in e, on atoms 1 to 8: -0.306, 0.007, -0.345, -0.632, 0.586, -0.032, -0.005, -0.332


Entry 3:
# C37H44FN3O2PTl

A molecular structure, C37H44FN3O2PTl in a non-equilibrium geometry (ωB97M-V/def2-TZVPD, OMol25).

calculated total energy = -64349.285 eV
lowest unoccupied orbital energy = 0.168 Eh
HOMO-LUMO gap = 5.984 eV
HOMO energy = -0.0517 hartree
charge = -2
ΔE to the lowest compared entry with this formula, charge and spin = 0.0 kJ/mol

Element x y z (Å)
Tl -1.1656 -0.2675 0.2157
P -3.3109 -2.7780 0.7005
F 0.4652 -2.8409 -0.6482
O -1.6171 0.6105 2.5994
O -4.1982 0.0546 -0.7283
N -1.8735 1.3994 -1.8949
N -0.7639 2.5036 0.4394
N 2.5473 -0.9189 -0.5225
C -4.7526 -3.4781 -0.2318
C -4.1626 -1.9689 2.1254
C 2.7425 0.9405 -3.8526
C -2.7721 1.6801 -2.7543
C -4.9239 1.7191 -3.8714
C -1.2392 2.5811 5.5847
C -4.8056 0.5841 -1.6922
C -1.4199 1.5159 4.7461
C 3.7313 0.4060 2.0270
C 4.1843 0.5580 0.5696
C -1.4012 1.6311 3.3097
C 5.8153 1.7279 -0.8061
C 2.9128 -1.4867 -3.3278
C -1.0481 3.8733 5.0712
C -4.1673 1.2959 -2.7711
C 1.7451 -3.1829 -0.2956
C 2.7728 -2.1970 -0.2783
C -1.0229 4.0338 3.7048
C 5.2188 1.2006 -1.9360
C 3.0392 1.7101 2.4427
C 4.2792 -4.0752 0.2874
C 4.1379 0.3288 -1.8618
C -2.9532 -4.3791 1.6100
C -6.2421 0.5191 -1.7805
C 3.6034 -0.0398 -0.5898
C -1.0115 3.2937 1.4064
C -1.1582 2.9665 2.8053
C -6.2832 1.5172 -3.9711
C 2.8107 -0.7511 2.4091
C 3.2281 -4.9833 0.2986
C 3.6359 -0.1434 -3.2313
C 4.0697 -2.7425 -0.0015
C -0.6097 2.0751 -1.9835
C -6.9425 0.9314 -2.8829
C 5.2766 1.4063 0.4257
C 1.9542 -4.5092 -0.0171
C -0.5049 3.1026 -0.8519
H -2.5585 -5.1163 0.9083
H 5.2849 -4.4177 0.5152
H 1.9681 -1.4527 -2.7940
H -1.0669 4.3806 1.2051
H -5.5285 -3.8507 0.4432
H 3.2409 1.9120 -3.8478
H 4.9053 -2.0523 -0.0068
H 5.7321 1.8146 1.3238
H 4.5342 -0.2208 -3.8581
H -3.8488 -4.7904 2.0870
H -3.4400 -1.8920 2.9395
H -1.2475 2.4332 6.6608
H 3.6680 2.5827 2.2499
H 2.7840 1.6977 3.5050
H 3.3873 -6.0277 0.5360
H 5.6254 1.4489 -2.9133
H -5.1708 -2.7160 -0.8824
H -0.9148 4.7216 5.7320
H -0.8610 5.0280 3.2953
H -0.4637 2.6001 -2.9432
H -6.8316 1.8254 -4.8533
H 1.8114 1.0225 -3.2918
H 2.4947 0.6806 -4.8859
H 3.2704 -1.7178 2.2095
H -1.1986 3.9340 -1.0532
H -4.4558 -0.9633 1.8352
H 2.7150 -1.7103 -4.3820
H 0.5143 3.5128 -0.8624
H -8.0210 0.8069 -2.9149
H -4.4047 2.2230 -4.6833
H 0.1853 1.3365 -1.8390
H 2.5890 -0.6876 3.4783
H 6.6877 2.3672 -0.8815
H 2.1182 1.8093 1.8714
H -5.0309 -2.5475 2.4533
H 4.6505 0.2997 2.6199
H 1.1045 -5.1806 -0.0594
H 1.8710 -0.6856 1.8688
H 3.5167 -2.2936 -2.9132
H -6.7676 0.0938 -0.9331
H -1.5818 0.5202 5.1431
H -4.3945 -4.2990 -0.8566
H -2.4970 2.3465 -3.5958
H -2.1955 -4.1991 2.3746

These are the Mulliken partial charges, in e, on atoms 1 to 8: 0.577, 0.761, -0.242, -0.405, -0.526, 0.183, 0.519, 0.070


Entry 4:
# C37H45BGeI4N6Na

A molecular structure, C37H45BGeI4N6Na in a non-equilibrium geometry (ωB97M-V/def2-TZVPD, OMol25).

calculated total energy = -142054.806 eV
lowest unoccupied orbital energy (spin up / spin down) = -0.056 / -0.061 Eh
spin multiplicity = 2
HOMO-LUMO gap (spin up / spin down) = 6.503 / 6.872 eV
HOMO energy (spin up / spin down) = -0.2945 / -0.3132 hartree
ΔE to the lowest compared entry with this formula, charge and spin = 58.6 kJ/mol

Element x y z (Å)
I 3.1202 -1.4886 1.0971
I -4.0756 -3.0544 1.8370
I 1.3214 -4.4686 -0.0055
I -3.6414 -1.2678 3.7655
Ge 0.4043 -0.4856 -1.7026
Na -0.3197 -0.0540 1.3842
N -2.2877 0.9443 1.3425
N -0.0212 -0.4599 3.5397
N -2.0201 1.8233 2.3230
N -0.4044 0.7537 3.9605
N 0.4745 2.4082 2.2311
N 1.0575 1.7215 1.2342
C -1.2232 3.4203 -2.4345
C 3.0825 -3.6342 0.9069
C 4.1088 -1.8959 -3.3172
C 4.3989 1.9186 0.1389
C 2.6129 0.4262 -3.4546
C 2.1392 3.6631 1.5071
C 0.1272 -1.2198 4.6219
C -2.0614 -4.1955 -3.4630
C -4.0983 2.2076 1.6922
C 2.9564 2.0771 -0.3479
C -5.7225 0.2881 0.1532
C -0.4544 1.1427 -2.5087
C 2.1344 -0.6460 -2.7144
C -3.5395 1.1657 0.9423
C -0.1861 -2.7049 -3.5771
C 0.5301 -2.6650 4.6097
C 3.8286 0.3470 -4.1079
C 2.0632 2.4677 0.7839
C -1.2906 2.2070 -4.4966
C -0.6921 2.3101 -1.7999
C 1.1059 3.5796 2.4059
C -4.2197 0.3611 -0.1233
C -0.9122 -3.7593 -4.0973
C -1.7516 -2.5274 -1.7752
C -0.5120 0.7635 5.2972
C 2.8917 3.1320 -1.4552
C 2.0332 -2.8308 4.8627
C -0.1779 -0.4809 5.7719
C 0.1313 -3.3609 3.3161
C -0.6129 -2.0667 -2.4189
C 2.8943 -1.8091 -2.6629
C 4.5848 -0.8096 -4.0323
C -0.7763 1.0927 -3.8579
C -3.0985 2.5855 2.5542
C -1.5148 3.3736 -3.7869
C -3.9575 0.9517 -1.5113
C -2.4833 -3.5760 -2.2992
B -0.7088 1.9988 3.1157
H 3.9232 -3.9074 0.2789
H -0.5735 -4.2436 -5.0001
H -2.9042 0.8836 -1.7730
H 4.4488 1.2032 0.9602
H -0.9450 -3.3318 3.1781
H -1.5282 2.1596 -5.5493
H 0.4422 -4.4034 3.3326
H 2.6051 1.1186 -0.7477
H 2.5100 -2.6710 -2.1309
H -4.5393 0.4222 -2.2628
H 3.5238 2.8345 -2.2896
H -5.0825 2.6213 1.6374
H 3.2436 4.0943 -1.0872
H 2.3258 -2.3581 5.7974
H -3.8087 -0.6541 -0.1085
H -3.3824 -3.9067 -1.8010
H -3.1012 3.3446 3.3098
H 0.7136 -2.3768 -4.0838
H 4.1869 1.1928 -4.6767
H 4.7842 2.8758 0.4877
H -4.2449 1.9999 -1.5324
H 5.0323 1.5613 -0.6718
H -6.1997 1.2410 -0.0685
H -0.4703 2.3520 -0.7423
H 1.8678 3.2459 -1.8079
H -0.1613 -0.8137 6.7902
H 0.7879 4.2839 3.1459
H 0.5943 -2.8542 2.4770
H 2.0161 1.3234 -3.5384
H -0.6228 0.1795 -4.4195
H -1.4088 4.3258 -1.8745
H -2.6206 -5.0215 -3.8741
H -1.9098 4.2450 -4.2885
H 2.6167 -2.3846 4.0598
H 4.6835 -2.8103 -3.2749
H 0.0037 -3.1469 5.4427
H 5.5371 -0.8662 -4.5387
H 2.2777 -3.8902 4.9283
H -6.1808 -0.4818 -0.4638
H 3.1672 -4.0619 1.9008
H -5.9020 0.0550 1.2011
H 2.8366 4.4674 1.3849
H -0.8958 2.8908 3.8793
H -2.0668 -2.0509 -0.8538
H -0.8192 1.6438 5.8231

These are the Mulliken partial charges, in e, on atoms 1 to 8: 0.173, -0.127, 0.019, 0.034, -0.180, 1.698, 0.420, -0.063


The lowest calculated total energy belongs to which entry? C37H44Cl3FeIN8O3P


calculated total energy of number 3 (C37H44FN3O2PTl)? -64349.285 eV


What is the calculated total energy in the fourth record? -142054.806 eV


Look up the calculated total energy of the second one. -64180.969 eV